Entry from the Open Molecules 2025 dataset: CH2F2O2PS as an isolated structure (ωB97M-V/def2-TZVPD).

Geometry (Å):
C: 0.30 0.88 -0.27
O: 0.45 -2.05 -0.93
O: 1.48 -1.55 1.15
F: 0.92 1.77 -1.12
F: 0.56 1.44 0.99
P: -1.58 0.53 -0.50
S: 1.38 -1.15 -0.23
H: -2.00 0.86 0.79
H: -1.51 -0.73 0.13

Properties
HOMO-LUMO gap = 7.354 eV
energy relative to the best compared isomer or geometry (same formula, charge and spin) = 4.4473 eV
total charge = -1
spin multiplicity = 1
HOMO = -3.33 eV
LUMO level = 0.1480 Eh

Here are the Mulliken charges for atoms 1 to 6, given in e:
1. C 0.253
2. O -0.580
3. O -0.523
4. F -0.268
5. F -0.280
6. P -0.127

=====

Entry from the Open Molecules 2025 dataset: C23H27ClN2O7S as an isolated structure (ωB97M-V/def2-TZVPD).

Geometry (Å):
C: 6.48 -0.11 3.24
C: 5.75 -0.51 4.50
O: 4.43 0.08 4.72
C: 3.51 -0.36 3.99
C: 2.50 0.34 3.94
C: 1.34 0.18 3.41
C: 1.34 -0.87 2.68
C: 2.32 -1.99 2.66
C: 3.50 -1.62 3.36
H: 4.33 -2.18 3.19
H: 2.18 -2.80 2.27
O: 0.13 -1.60 2.09
C: -0.89 -0.71 1.70
C: -2.11 -1.28 1.03
C: -3.00 -0.43 0.40
O: -2.72 0.98 0.28
O: -4.10 -0.82 -0.02
C: -5.19 0.03 -0.33
H: -6.17 -0.81 -0.70
H: -5.67 0.60 0.61
C: -4.87 0.91 -1.36
O: -5.25 2.28 -1.05
N: -4.37 0.63 -2.41
C: -3.83 -0.59 -2.73
H: -4.31 -1.74 -2.02
H: -4.30 -1.01 -3.87
C: -2.19 -0.75 -3.02
N: -1.98 0.18 -3.71
S: -0.17 0.19 -4.22
O: 0.01 1.19 -5.26
O: -0.13 -1.35 -4.56
C: 0.74 0.30 -2.79
C: 0.96 -0.60 -1.91
C: 1.84 -0.37 -0.85
C: 2.19 0.95 -0.51
C: 1.62 2.00 -1.21
C: 1.05 1.55 -2.52
H: 0.79 2.76 -3.12
H: 2.08 3.00 -1.05
Cl: 3.06 1.32 1.11
H: 1.99 -0.99 -0.18
H: 0.77 -1.41 -2.01
C: -2.19 1.59 -3.43
H: -1.77 2.28 -4.29
C: -3.78 1.49 -3.35
H: -4.28 2.56 -3.29
H: -4.19 1.39 -4.58
H: -1.93 1.93 -2.66
H: -2.03 -1.85 -3.21
H: -1.85 -0.55 -1.73
H: -2.63 -2.14 1.53
H: -1.56 -1.84 0.15
H: -0.88 0.24 1.31
H: -1.43 -0.30 2.76
H: 0.34 0.92 3.38
H: 2.34 1.57 4.76
H: 6.53 -0.19 5.38
H: 5.82 -1.56 4.81
H: 6.55 0.88 3.22
H: 5.80 -0.26 2.38
H: 7.50 -0.74 3.11

Properties
HOMO-LUMO gap = 8.135 eV
energy relative to the best compared isomer or geometry (same formula, charge and spin) = 27.7786 eV
spin multiplicity = 1
HOMO = -8.45 eV
LUMO level = -0.0118 Eh

Here are the Mulliken charges for atoms 1 to 6, given in e:
1. C -0.934
2. C -0.449
3. O -0.436
4. C 0.587
5. C -0.439
6. C -0.001

=====

Entry from the Open Molecules 2025 dataset: C42H43Cr2N8O4 as an isolated structure (ωB97M-V/def2-TZVPD).

Geometry (Å):
Cr: -3.88 0.19 -0.72
Cr: -3.33 -1.63 2.14
C: -0.75 -0.48 0.67
O: -2.15 -0.60 0.51
H: -0.23 -0.35 -0.29
H: -0.50 0.35 1.35
H: -0.30 -1.38 1.12
C: -5.32 -1.64 0.40
O: -4.67 -2.66 0.80
O: -5.40 -1.28 -0.83
O: -4.86 -0.61 1.10
N: 3.05 -4.39 2.01
C: 2.13 -3.75 1.28
C: 2.41 -2.93 0.22
C: 3.74 -2.72 -0.15
C: 4.70 -3.29 0.68
C: 4.32 -4.11 1.75
H: 1.11 -4.02 1.55
H: 1.61 -2.49 -0.36
H: 3.96 -2.14 -1.03
H: 5.73 -2.97 0.59
H: 5.07 -4.46 2.45
N: 1.87 -0.18 -2.45
C: 1.48 -1.43 -2.75
C: 2.05 -2.19 -3.75
C: 3.02 -1.64 -4.59
C: 3.44 -0.34 -4.30
C: 2.87 0.30 -3.20
H: 0.65 -1.75 -2.13
H: 1.69 -3.20 -3.87
H: 3.43 -2.26 -5.37
H: 4.10 0.14 -5.01
H: 3.20 1.31 -3.00
N: -2.88 -0.50 -2.59
C: -1.73 0.04 -2.98
C: -1.14 -0.19 -4.21
C: -1.69 -1.16 -5.02
C: -2.81 -1.85 -4.56
C: -3.40 -1.47 -3.37
H: -1.23 0.74 -2.31
H: -0.22 0.29 -4.54
H: -1.35 -1.43 -6.01
H: -3.29 -2.61 -5.16
H: -4.28 -1.98 -2.99
N: 3.00 -1.68 5.77
C: 2.95 -0.41 6.22
C: 2.35 0.61 5.47
C: 1.91 0.33 4.19
C: 2.08 -0.93 3.66
C: 2.54 -1.90 4.55
H: 3.27 -0.21 7.23
H: 2.27 1.60 5.91
H: 1.45 1.06 3.53
H: 1.85 -1.22 2.64
H: 2.40 -2.93 4.24
N: -4.02 2.12 0.27
C: -2.97 2.81 0.78
C: -3.03 4.09 1.30
C: -4.29 4.66 1.42
C: -5.40 3.97 0.97
C: -5.21 2.73 0.37
H: -2.04 2.30 0.59
H: -2.13 4.58 1.63
H: -4.43 5.65 1.83
H: -6.39 4.41 0.98
H: -6.06 2.25 -0.10
N: -0.12 -6.41 -0.28
C: 0.26 -6.24 -1.55
C: -0.18 -5.21 -2.36
C: -0.82 -4.15 -1.73
C: -1.07 -4.21 -0.37
C: -0.81 -5.42 0.28
H: 0.73 -7.13 -1.95
H: 0.03 -5.22 -3.42
H: -1.06 -3.25 -2.28
H: -1.61 -3.43 0.14
H: -1.24 -5.56 1.27
N: 2.45 4.78 3.76
C: 1.57 4.47 4.70
C: 0.41 3.76 4.39
C: 0.13 3.45 3.07
C: 1.13 3.67 2.13
C: 2.28 4.35 2.52
H: 1.71 4.81 5.72
H: -0.23 3.42 5.19
H: -0.78 2.94 2.78
H: 1.02 3.39 1.09
H: 3.05 4.61 1.80
N: -0.89 3.17 -1.70
C: -1.20 4.45 -1.69
C: -0.25 5.47 -1.73
C: 1.08 5.16 -1.91
C: 1.41 3.81 -1.81
C: 0.42 2.86 -1.67
H: -2.25 4.73 -1.69
H: -0.55 6.52 -1.77
H: 1.84 5.92 -2.07
H: 2.46 3.54 -1.81
H: 0.76 1.83 -1.59

Properties
HOMO-LUMO gap (alpha / beta) = 6.805 / 6.937 eV
energy relative to the best compared isomer or geometry (same formula, charge and spin) = 3.5741 eV
total charge = +1
spin multiplicity = 9
HOMO (alpha / beta) = -11.06 / -11.06 eV
LUMO level (alpha / beta) = -0.1562 / -0.1514 Eh

Here are the Mulliken charges for atoms 1 to 6, given in e:
1. Cr 0.730
2. Cr 0.697
3. C -0.298
4. O 0.342
5. H -0.340
6. H 0.335